253
Properties=species:S:1:pos:R:3 method="wB97M-V/def2-TZVPD" gap_ha=0.2939 total_energy_ev=-126633.0066 largest_force_ev_per_a=2.36 charge=-1 lumo_energy_ev=2.0 relative_energy_kcal_mol=0.0
C -4.38 1.33 7.72
H 1.16 7.53 0.20
H -1.66 3.92 0.64
H 1.87 -4.52 -5.63
C -0.22 3.74 3.34
C -4.37 -3.01 -4.00
C 0.85 7.37 2.89
H 3.76 -3.40 -3.58
H 2.64 0.38 -3.50
C -1.91 1.87 7.64
C 2.45 3.86 -4.31
N -4.64 -4.98 -2.54
C -6.44 -5.98 -3.89
H -4.63 3.21 0.08
H 1.85 5.57 -5.54
H 4.60 -2.59 -0.52
C 0.74 -2.67 4.14
H -5.07 -6.99 -0.84
H 4.18 -2.23 6.44
H -2.65 5.11 1.37
H 0.90 3.78 0.91
H -5.09 0.55 7.43
H 0.37 8.18 2.31
C -3.00 0.91 7.16
C 8.33 -0.05 -1.28
C 3.97 -2.41 -6.89
H -2.47 3.58 2.17
H 3.22 6.02 -4.53
H 5.10 -3.19 -4.67
H 0.28 2.96 2.75
H -4.70 2.26 7.24
H 4.41 -0.57 -4.78
H -5.29 -2.77 -4.54
H -0.56 -1.34 -6.05
H 8.50 -0.02 -0.20
H 5.85 -4.76 -0.87
H -2.27 -3.66 -2.31
H -0.12 -3.25 -2.95
O -0.79 0.96 -1.58
H -2.45 2.51 5.02
N 0.24 5.40 1.51
H -7.59 -0.24 1.31
C 4.47 3.38 -5.77
H -3.75 -3.68 -4.60
H 5.21 -2.90 -2.08
C -0.76 4.89 2.45
C -2.12 0.81 -1.55
C -2.41 0.14 -0.20
H 2.41 4.41 2.38
C -7.89 3.36 1.18
C 3.28 -2.37 -5.52
H 6.89 -4.17 -3.27
H -5.73 -1.82 -2.26
H 1.70 5.90 -3.84
H 2.70 2.11 -5.55
O 3.12 -0.54 -0.26
H -9.60 2.38 -0.70
H 2.58 3.37 -1.45
H -8.28 1.54 -2.56
H 2.47 3.61 -6.43
H -4.46 1.43 8.80
O -1.32 0.08 0.52
C 7.58 -4.64 -2.58
H 4.53 -3.99 4.13
C -9.27 1.66 0.04
C 1.51 -1.84 5.18
C 5.54 -2.69 -1.06
H -2.94 -2.61 7.49
H -2.99 -2.12 -1.72
H 1.19 -3.38 6.64
H -1.49 -0.27 3.70
C -8.04 0.91 -0.51
H 6.22 3.11 -4.55
O 9.68 -2.59 -1.95
H -0.49 7.65 4.61
H -6.69 -5.17 -0.55
H -2.78 0.83 3.11
H -3.82 -2.06 -3.99
H 0.69 -3.34 1.99
C 2.33 5.39 -4.57
C -0.17 6.85 3.95
O 2.59 2.32 0.60
C -8.35 0.61 -1.98
H 3.92 -4.41 -4.97
C 4.83 -3.05 3.66
H 4.34 -0.82 2.11
C -3.14 -3.20 -1.85
H 4.25 -3.42 -7.21
H -9.41 0.36 -2.12
C 8.63 -4.75 -0.33
C 5.15 2.91 -4.48
H -5.49 0.53 -0.28
O -3.53 -5.71 -3.01
H 8.88 -4.24 0.61
C -5.58 3.69 0.32
H -5.39 -2.72 -0.77
H 1.90 0.30 5.39
H 0.86 -0.12 -4.84
H 0.59 -0.79 -3.18
H -7.68 3.85 2.13
C -6.98 -3.51 -1.96
C 7.79 -3.86 -1.27
N 2.93 -2.17 4.97
C 4.71 3.56 -3.15
C 1.93 6.92 0.68
O 2.76 4.16 -1.96
H 5.62 -2.59 4.25
H -1.85 6.73 2.77
H 4.84 -0.56 3.77
H 6.64 -0.34 -3.43
H -0.95 3.28 4.01
H 0.56 3.97 -3.25
H 5.37 5.25 -1.99
H -3.07 -3.55 -0.82
C 7.29 -1.19 -3.24
H -5.31 -0.80 5.56
O -3.31 2.09 5.13
H 6.45 4.80 -3.28
H -0.80 -3.16 -6.04
H -5.00 -1.23 3.90
H 1.79 -2.07 7.36
H -7.88 -5.39 -1.71
H 8.54 -4.86 -3.06
H 6.47 -1.29 0.12
C 2.99 3.17 -5.58
H -5.75 4.21 -0.63
H -5.26 0.47 4.29
H -5.39 2.54 2.55
H 2.27 5.40 3.74
C -2.70 -0.48 7.80
H 1.08 -0.03 3.87
H 1.67 -3.21 -2.97
C 3.98 -0.81 3.13
C -7.77 -0.41 0.25
H -8.02 4.22 0.51
H -3.20 -2.48 5.03
H 7.79 0.83 -1.62
C 3.55 -2.18 3.65
H -9.96 2.92 1.70
C 1.08 -2.29 6.56
H 3.24 -0.03 3.31
H -3.08 -5.93 -2.19
C 5.16 2.60 -2.05
C 0.77 -3.39 -3.56
H 5.03 3.04 -1.06
H 2.73 7.56 1.04
H 0.51 6.24 4.56
H -1.35 -2.13 -4.75
H 7.18 -5.64 -2.39
H 0.88 2.37 -3.85
H -3.04 -0.56 8.83
H 0.73 -4.39 -3.99
C -4.82 -0.46 4.65
H 5.03 5.78 -3.60
C 1.06 -0.95 -4.15
H 0.60 -3.68 4.52
H -6.56 -5.03 -4.41
H 2.96 -2.81 1.63
H -10.10 0.97 0.19
C -5.99 1.90 1.91
C -2.56 -0.16 3.52
C -3.28 -0.30 4.88
H 5.00 1.83 -4.44
C 2.46 5.47 2.66
O 3.74 -1.54 5.94
O 1.66 -3.89 -6.34
H -0.30 -2.33 3.99
N 3.25 3.58 -3.16
H -7.73 -0.15 -2.46
H -6.43 -7.73 -1.64
N -6.89 1.80 -0.47
H -1.79 1.80 8.72
H -4.35 -1.72 7.08
C 0.98 3.43 -4.10
H -1.61 -0.58 7.85
H -8.85 1.72 2.17
C -6.87 -4.96 -1.61
H 2.81 -1.31 -2.94
O 0.53 1.67 0.31
H 4.53 1.71 -1.97
H 3.29 -2.07 -7.67
H 3.03 -0.30 -5.80
H 2.83 -4.06 2.72
H -7.70 -2.96 -1.35
H -3.01 -0.88 2.85
C 7.64 -1.33 -1.74
B -0.20 0.54 -0.31
H -7.30 -3.31 -2.99
H 9.59 -2.58 -2.91
C -9.07 2.40 1.34
C 4.03 -3.37 -4.64
H -6.94 -0.94 -0.23
C -4.47 -3.50 -2.57
H 9.32 -0.04 -1.74
O 0.87 -0.51 -0.42
C 6.32 -1.39 -0.97
H 4.81 2.90 -6.69
C -0.54 -2.27 -5.47
O -2.89 1.12 -2.39
H 5.74 -0.49 -1.23
C 1.34 6.25 1.93
C 2.52 -0.67 -3.78
H 0.50 4.18 4.03
H 9.61 -5.06 -0.71
N 8.37 -2.53 -1.43
N -2.94 0.84 5.70
H 0.25 3.73 -4.86
H 0.25 -0.14 5.47
C -5.62 -2.82 -1.83
C 3.41 -0.94 -5.00
C -1.29 6.00 3.36
H -7.43 -6.44 -3.88
H -2.19 2.92 7.47
H -4.85 -7.67 -2.38
H 5.19 -3.28 2.66
C 1.17 -0.35 4.90
C -6.62 2.62 0.73
H -6.76 1.37 2.49
H 8.08 -5.64 -0.05
H 2.33 6.22 -0.05
C 0.81 -2.35 -4.71
C -2.82 -1.60 5.55
H -1.73 -1.55 5.58
H 4.67 4.45 -5.94
C -5.57 -7.08 -1.81
C -5.88 -5.74 -2.47
C -3.26 -1.68 7.03
H 0.90 -1.71 2.14
C 1.19 -2.63 2.66
O -3.53 -0.06 0.20
C 5.39 4.92 -3.04
O -5.70 1.20 -0.94
H 0.06 -2.01 6.82
H -8.62 -1.10 0.18
H 4.91 -1.85 -6.91
H -0.96 1.71 7.13
H 6.80 -2.09 -3.60
H 6.42 -3.79 0.51
N 1.86 -2.64 -5.70
H -1.89 5.43 4.07
H 6.22 2.33 -2.15
C 6.38 -3.85 -0.58
H -5.73 -6.52 -4.52
H 1.63 7.80 3.51
H -5.40 4.33 1.18
H 3.48 5.82 2.53
H 8.21 -1.00 -3.80
C 2.07 0.01 -0.16
C -1.92 4.34 1.61
O 0.56 4.56 0.43
H -5.32 1.08 1.63
C 2.67 -2.99 2.68
C 1.80 1.44 0.32